Below is a cluster of 8 separate species, C52H54ClFN8O6 in total at a distorted geometry, with properties calculated with ωB97M-V with the def2-TZVPD basis set.

```
122
Properties=species:S:1:pos:R:3:forces:R:3:lowdin_charge:R:1
O -2.561 -0.546 -3.052 -0.030 -0.229 0.191 0.16
C -2.012 0.037 -3.931 0.061 -0.043 0.066 -0.50
O -2.495 1.233 -4.401 0.037 0.280 -0.258 0.08
C -0.836 -0.489 -4.714 0.382 -0.213 0.011 -0.10
C 0.163 -1.364 -3.945 -0.899 0.245 0.323 -0.06
C 0.942 -0.807 -2.756 1.120 -0.793 -0.515 -0.38
C 1.912 -1.931 -2.283 -0.436 0.060 0.140 -0.12
C 1.279 -2.959 -1.349 0.175 -0.435 -0.221 -0.07
C 1.389 -2.655 0.112 -0.352 -0.117 0.570 -0.45
O 0.415 -2.412 0.781 -0.175 0.156 0.046 0.08
N 2.661 -2.669 0.701 0.300 0.493 -0.524 0.13
C 3.009 -1.402 1.298 0.547 0.324 -0.036 -0.24
C 2.547 -1.017 2.541 -0.126 -0.023 0.064 -0.02
C 2.836 0.255 3.034 -0.113 -0.539 -0.123 -0.07
C 3.608 1.131 2.298 0.135 0.074 -0.227 -0.09
C 4.120 0.739 1.061 -0.363 -0.235 0.414 -0.07
C 3.816 -0.522 0.567 -0.002 0.136 0.272 -0.05
O 0.107 -0.410 -1.668 -0.304 0.143 -0.188 0.13
C 0.712 0.590 -0.996 0.309 0.018 0.018 -0.53
O 0.293 1.155 -0.057 -0.288 0.049 0.621 0.22
O 1.909 0.890 -1.594 0.083 0.016 -0.237 0.03
C 1.765 0.484 -2.953 -0.633 0.369 -0.018 -0.71
Cl 3.341 0.220 -3.696 0.304 0.043 0.058 0.82
C 1.063 1.630 -3.698 0.459 -0.044 -0.055 -0.13
C 1.418 3.004 -3.165 -0.046 0.126 -0.393 -0.15
F 0.399 3.419 -2.312 0.122 -0.122 0.087 -0.05
H -2.114 1.975 -3.914 -0.155 0.070 0.090 0.11
H -0.332 0.311 -5.240 -0.128 0.094 -0.121 0.09
H -1.264 -1.122 -5.491 -0.104 -0.109 -0.061 0.12
H -0.406 -2.209 -3.557 0.051 -0.200 0.072 0.13
H 0.869 -1.765 -4.665 0.189 0.035 -0.101 0.12
H 2.776 -1.485 -1.805 0.155 0.054 0.053 0.07
H 2.257 -2.460 -3.162 0.206 0.080 -0.198 0.11
H 0.233 -3.103 -1.557 -0.485 -0.110 -0.116 0.10
H 1.765 -3.917 -1.531 0.086 -0.149 0.031 0.13
H 3.378 -2.910 0.028 -0.023 -0.106 -0.032 0.12
H 1.952 -1.713 3.112 -0.092 -0.025 0.087 0.10
H 2.450 0.520 4.005 -0.034 0.168 0.084 0.11
H 3.816 2.114 2.692 0.085 0.090 -0.017 0.11
H 4.725 1.417 0.481 0.112 0.059 -0.063 0.11
H 4.205 -0.807 -0.400 0.026 -0.102 -0.118 0.10
H -0.011 1.520 -3.618 -0.063 0.083 0.179 0.10
H 1.316 1.584 -4.751 -0.012 -0.136 -0.147 0.12
H 1.465 3.713 -3.987 -0.093 0.165 -0.034 0.13
H 2.361 3.037 -2.632 0.061 -0.075 0.177 0.13
N -2.265 -4.580 -1.938 0.084 0.029 -0.009 0.05
C -2.931 -5.733 -1.911 0.058 0.030 -0.019 -0.16
C -4.275 -5.834 -1.590 -0.027 0.013 0.004 -0.08
C -4.966 -4.673 -1.281 -0.012 0.013 -0.003 -0.08
C -4.287 -3.466 -1.304 -0.043 -0.034 0.014 -0.06
C -2.940 -3.472 -1.635 0.112 -0.005 0.008 -0.15
H -2.356 -6.620 -2.159 -0.022 -0.007 0.000 0.10
H -4.764 -6.798 -1.585 0.006 -0.012 0.004 0.10
H -6.017 -4.709 -1.025 -0.007 -0.001 0.004 0.10
H -4.784 -2.535 -1.071 0.012 0.021 0.001 0.11
H -2.381 -2.544 -1.661 -0.041 0.001 0.019 0.08
N -1.076 7.014 -1.773 -0.010 -0.006 0.013 0.05
C -1.961 7.914 -1.352 0.007 0.005 -0.026 -0.17
C -2.756 7.745 -0.228 0.009 -0.017 0.004 -0.08
C -2.628 6.573 0.500 -0.015 0.000 0.011 -0.08
C -1.712 5.625 0.074 -0.001 -0.018 0.005 -0.06
C -0.960 5.891 -1.063 -0.044 0.129 0.040 -0.15
H -2.035 8.818 -1.947 -0.018 0.011 0.018 0.10
H -3.456 8.515 0.066 -0.003 0.012 -0.009 0.10
H -3.231 6.400 1.382 -0.009 -0.009 0.012 0.10
H -1.577 4.694 0.609 0.016 -0.016 -0.005 0.10
H -0.235 5.175 -1.421 -0.028 0.042 0.069 0.08
N -0.153 -3.584 4.911 0.073 0.005 -0.011 0.06
C -0.241 -4.369 5.981 -0.002 0.007 -0.002 -0.15
C -0.051 -5.742 5.940 -0.003 -0.010 -0.019 -0.08
C 0.245 -6.331 4.720 0.002 -0.002 -0.010 -0.09
C 0.337 -5.524 3.597 -0.003 -0.023 0.042 -0.07
C 0.132 -4.159 3.744 -0.012 0.081 -0.039 -0.14
H -0.478 -3.871 6.915 0.006 -0.020 0.012 0.10
H -0.134 -6.333 6.842 -0.006 0.003 0.009 0.10
H 0.399 -7.400 4.646 0.000 -0.004 0.002 0.10
H 0.563 -5.939 2.624 0.000 0.010 -0.014 0.10
H 0.195 -3.496 2.885 -0.018 -0.041 0.004 0.08
N 0.859 -1.815 -7.791 -0.024 0.003 0.066 0.06
C -0.178 -1.124 -8.259 0.015 0.071 0.039 -0.16
C -0.581 -1.135 -9.585 0.047 -0.054 -0.029 -0.07
C 0.138 -1.911 -10.480 -0.001 -0.009 -0.001 -0.08
C 1.221 -2.638 -10.010 -0.020 0.015 -0.001 -0.07
C 1.538 -2.557 -8.662 0.017 -0.010 0.017 -0.15
H -0.707 -0.522 -7.529 -0.070 0.042 -0.071 0.08
H -1.433 -0.552 -9.903 -0.003 0.011 0.011 0.10
H -0.140 -1.950 -11.525 0.001 -0.002 -0.005 0.11
H 1.810 -3.257 -10.672 0.010 -0.009 0.004 0.10
H 2.377 -3.114 -8.259 0.008 -0.009 -0.026 0.10
N -1.312 0.418 4.960 -0.067 0.124 -0.122 0.06
C -2.285 1.249 4.585 0.004 0.022 0.019 -0.17
C -2.724 1.391 3.275 0.116 -0.136 0.047 -0.08
C -2.116 0.615 2.300 -0.070 0.064 -0.207 -0.07
C -1.098 -0.248 2.659 -0.009 0.083 0.104 -0.06
C -0.739 -0.303 3.996 0.156 -0.138 0.139 -0.16
H -2.740 1.832 5.381 -0.045 -0.001 -0.019 0.09
H -3.520 2.083 3.039 -0.051 -0.006 0.057 0.07
H -2.425 0.682 1.264 0.007 0.048 0.003 0.10
H -0.580 -0.859 1.934 -0.065 0.034 0.006 0.07
H 0.045 -0.980 4.315 -0.041 -0.018 0.061 0.07
N 6.901 0.524 3.770 0.023 -0.006 0.003 0.06
C 6.156 -0.568 3.928 -0.009 0.025 -0.094 -0.16
C 5.966 -1.197 5.149 0.004 -0.018 0.009 -0.07
C 6.586 -0.666 6.269 0.002 0.006 0.008 -0.08
C 7.367 0.469 6.120 -0.014 -0.017 -0.005 -0.08
C 7.491 1.022 4.854 0.002 0.022 -0.010 -0.16
H 5.683 -0.949 3.029 -0.035 -0.025 0.028 0.09
H 5.345 -2.079 5.217 -0.013 0.001 -0.013 0.10
H 6.462 -1.128 7.240 -0.002 0.000 0.005 0.10
H 7.870 0.919 6.965 0.004 0.014 -0.001 0.10
H 8.091 1.912 4.699 0.010 -0.001 0.028 0.10
N -4.951 3.831 4.099 -0.021 0.076 -0.010 0.06
C -6.157 4.339 3.862 -0.011 -0.040 0.002 -0.15
C -6.477 5.676 4.047 0.019 0.019 0.006 -0.07
C -5.489 6.533 4.506 -0.003 0.005 -0.007 -0.08
C -4.228 6.018 4.757 -0.018 0.015 -0.012 -0.07
C -4.011 4.666 4.537 0.037 -0.038 -0.012 -0.15
H -6.904 3.638 3.505 -0.016 0.020 -0.002 0.10
H -7.476 6.033 3.836 -0.009 -0.008 -0.003 0.10
H -5.699 7.583 4.664 -0.001 0.004 0.003 0.10
H -3.425 6.648 5.116 0.014 -0.006 0.004 0.10
H -3.035 4.227 4.717 0.012 0.021 0.002 0.10
```
Forces are in eV/Å.

Properties
SMILES string: O=C(O)CC[C@]1(CCC(=O)Nc2ccccc2)OC(=O)O[C@]1(Cl)CCF.c1ccncc1.c1ccncc1.c1ccncc1.c1ccncc1.c1ccncc1.c1ccncc1.c1ccncc1


Below is a cluster of 7 separate species, C52H55BBrCl12INO6 in total at a distorted geometry, with properties calculated with ωB97M-V with the def2-TZVPD basis set.

```
129
Properties=species:S:1:pos:R:3:forces:R:3:lowdin_charge:R:1
C 0.462 -3.620 5.757 0.064 0.474 -0.037 -0.12
C 1.503 -2.835 4.962 0.075 -0.337 0.393 -0.25
C 2.843 -3.599 4.901 -0.257 0.371 -0.192 -0.21
C 3.254 -4.066 3.505 0.509 0.521 0.778 -0.22
C 3.481 -2.941 2.499 -0.590 -0.616 -0.751 -0.19
C 3.469 -3.526 1.058 0.141 0.874 0.216 -0.21
C 2.361 -2.923 0.180 0.019 -0.934 0.856 -0.23
C 0.992 -3.292 0.772 0.114 0.158 -0.980 -0.19
C -0.189 -2.778 -0.089 -0.120 -1.648 1.657 -0.18
C -1.406 -2.283 0.741 2.276 2.762 -1.728 -0.45
O -2.594 -2.708 0.079 -0.202 -0.184 0.866 -0.05
C -3.222 -3.829 0.667 -0.288 -0.507 -0.399 -0.15
C -2.644 -5.199 0.328 -0.475 -0.181 0.380 -0.40
C -2.620 -5.546 -1.139 0.606 -0.394 -0.147 -0.04
O -1.372 -5.443 0.933 -0.033 -0.012 -0.368 -0.02
O -1.341 -2.340 2.101 -0.390 -0.869 0.182 0.08
B -2.176 -1.232 2.632 -2.214 0.351 0.504 -0.90
N -3.715 -1.473 2.680 0.681 -0.123 0.019 0.12
C -1.773 -0.635 4.117 0.638 -1.042 0.553 -0.07
C -2.907 -0.592 5.079 -1.051 2.750 0.083 -0.76
O -3.518 0.391 5.420 0.961 -1.941 -0.408 -0.02
I -3.530 -2.489 6.059 0.146 -0.088 -0.064 0.70
O -2.079 -0.170 1.573 0.261 -0.316 -0.426 -0.02
C -1.377 -0.691 0.569 -1.068 0.542 0.546 -0.72
O -1.695 -0.202 -0.664 -0.272 -0.466 -0.457 -0.02
Br 0.511 0.132 0.919 0.820 -0.133 0.026 0.71
H -0.455 -3.043 5.833 -0.248 -0.144 -0.012 0.00
H 0.246 -4.577 5.287 -0.073 -0.112 -0.037 0.08
H 0.811 -3.795 6.774 0.061 -0.122 0.071 0.07
H 1.099 -2.613 3.977 0.060 -0.024 -0.182 0.08
H 1.657 -1.875 5.454 -0.034 0.141 -0.025 0.10
H 3.627 -2.966 5.321 0.162 -0.025 -0.029 0.10
H 2.753 -4.464 5.559 0.151 -0.128 0.059 0.10
H 4.213 -4.576 3.620 -0.036 -0.373 -0.149 0.09
H 2.523 -4.786 3.142 -0.121 0.004 -0.198 0.11
H 2.677 -2.208 2.540 -0.040 0.150 0.223 0.09
H 4.407 -2.402 2.694 0.149 -0.055 0.153 0.10
H 4.455 -3.372 0.614 0.004 -0.101 -0.227 0.08
H 3.282 -4.598 1.101 0.177 -0.193 0.032 0.10
H 2.477 -1.851 0.058 0.015 0.117 -0.162 0.07
H 2.430 -3.458 -0.764 0.114 0.360 -0.440 0.05
H 0.889 -2.999 1.810 -0.057 0.264 0.076 0.08
H 0.952 -4.380 0.749 -0.111 -0.148 0.241 0.11
H -0.542 -3.624 -0.661 -0.136 -0.136 -0.112 0.05
H 0.128 -2.059 -0.825 -0.106 0.598 0.141 0.04
H -3.320 -3.757 1.747 0.283 0.243 0.097 0.11
H -4.240 -3.836 0.270 -0.113 0.117 -0.065 0.14
H -3.338 -5.912 0.793 -0.246 0.069 -0.004 0.14
H -2.200 -6.547 -1.227 0.033 -0.098 -0.087 0.08
H -3.617 -5.580 -1.570 -0.172 0.207 0.054 0.08
H -1.996 -4.886 -1.733 0.012 0.233 0.010 0.04
H -1.566 -5.736 1.826 0.262 0.162 0.182 0.10
H -3.944 -2.345 3.142 -0.249 0.065 -0.013 -0.01
H -4.057 -1.507 1.727 -0.190 -0.148 0.038 0.05
H -0.995 -1.234 4.598 0.146 -0.068 -0.147 0.08
H -1.405 0.383 4.028 -0.049 0.188 -0.064 0.11
H -1.404 0.714 -0.718 -0.005 0.092 0.117 0.08
Cl -7.144 4.977 -0.778 -0.049 0.071 -0.145 0.64
C -6.068 3.810 -0.078 -0.040 0.057 0.070 -0.69
C -5.388 2.887 -0.856 0.134 -0.159 -0.054 -0.68
Cl -5.554 2.836 -2.584 -0.099 0.095 0.045 0.64
C -4.539 1.969 -0.253 0.059 -0.039 0.064 -0.09
C -4.369 1.973 1.121 -0.006 0.011 0.162 -0.04
C -5.049 2.902 1.898 -0.019 0.021 -0.106 -0.06
C -5.897 3.818 1.298 0.076 -0.059 0.161 -0.12
H -4.007 1.244 -0.856 -0.045 0.001 -0.038 0.10
H -3.706 1.253 1.582 -0.020 -0.024 -0.063 0.09
H -4.917 2.909 2.971 -0.014 -0.022 0.005 0.11
H -6.428 4.541 1.902 -0.050 0.037 -0.094 0.10
Cl -12.059 6.993 -3.453 -0.045 0.045 -0.031 0.67
C -10.633 7.512 -4.283 -0.005 -0.146 0.164 -0.69
C -10.689 8.423 -5.324 -0.031 0.134 -0.170 -0.69
Cl -12.188 9.110 -5.853 -0.038 -0.040 0.039 0.66
C -9.522 8.805 -5.969 0.230 0.016 -0.044 -0.11
C -8.299 8.284 -5.577 -0.408 0.133 0.183 -0.13
C -8.243 7.375 -4.530 -0.114 0.067 -0.039 -0.08
C -9.409 6.992 -3.887 0.211 0.039 -0.083 -0.10
H -9.569 9.515 -6.783 -0.101 0.013 0.016 0.10
H -7.405 8.592 -6.089 0.043 0.096 0.036 0.05
H -7.297 6.963 -4.216 0.075 -0.070 0.030 0.07
H -9.369 6.283 -3.077 -0.073 -0.089 0.107 0.10
Cl 6.957 -4.829 1.920 -0.010 -0.041 0.066 0.69
C 7.630 -3.277 1.580 -0.053 -0.108 -0.096 -0.69
C 7.843 -2.344 2.587 -0.020 0.020 0.137 -0.67
Cl 7.454 -2.708 4.236 -0.048 -0.072 -0.166 0.66
C 8.376 -1.102 2.272 0.063 0.083 -0.136 -0.11
C 8.696 -0.794 0.960 -0.013 -0.074 -0.044 -0.08
C 8.487 -1.729 -0.044 0.023 0.056 0.058 -0.09
C 7.954 -2.968 0.267 0.060 0.108 -0.116 -0.11
H 8.539 -0.374 3.051 -0.043 -0.040 0.093 0.06
H 9.109 0.177 0.722 -0.006 0.008 0.030 0.10
H 8.737 -1.492 -1.069 -0.021 -0.020 -0.008 0.10
H 7.787 -3.697 -0.513 -0.057 -0.065 0.072 0.11
Cl -2.052 -2.401 -3.107 0.085 0.028 0.123 0.79
C -1.137 -2.893 -4.477 -0.207 0.077 -0.015 -0.66
C 0.185 -3.299 -4.359 0.341 -0.128 -0.016 -0.64
Cl 0.998 -3.360 -2.829 -0.100 -0.036 -0.693 0.81
C 0.896 -3.671 -5.494 -0.030 -0.027 -0.174 -0.12
C 0.291 -3.644 -6.739 -0.044 0.013 -0.002 -0.10
C -1.033 -3.245 -6.856 0.047 -0.011 0.014 -0.09
C -1.743 -2.870 -5.728 0.075 -0.053 -0.190 -0.11
H 1.927 -3.983 -5.402 -0.004 0.015 0.111 0.10
H 0.852 -3.935 -7.617 0.018 -0.007 0.017 0.10
H -1.512 -3.224 -7.826 -0.020 0.010 0.013 0.10
H -2.773 -2.554 -5.818 -0.006 0.022 0.117 0.10
Cl 11.406 -1.422 5.236 -0.083 -0.009 0.001 0.68
C 11.358 0.303 5.320 0.161 -0.092 -0.037 -0.69
C 10.163 0.987 5.493 -0.178 0.102 0.053 -0.68
Cl 8.661 0.149 5.646 0.082 0.054 0.118 0.70
C 10.161 2.374 5.545 0.110 0.152 -0.010 -0.11
C 11.349 3.076 5.428 0.060 -0.050 -0.012 -0.09
C 12.545 2.391 5.260 -0.073 0.026 0.010 -0.09
C 12.548 1.008 5.206 0.077 0.162 -0.006 -0.11
H 9.229 2.906 5.677 -0.055 -0.096 0.005 0.11
H 11.341 4.157 5.468 -0.025 -0.001 0.006 0.10
H 13.475 2.935 5.171 0.012 -0.022 -0.005 0.10
H 13.478 0.473 5.073 -0.052 -0.093 -0.001 0.10
Cl -6.079 6.776 -7.242 0.356 -0.358 0.223 0.74
C -4.367 6.830 -6.952 0.107 0.029 -0.187 -0.65
C -3.759 6.394 -5.775 0.010 0.010 0.007 -0.67
Cl -4.620 5.720 -4.441 -0.297 0.033 -0.159 0.70
C -2.378 6.485 -5.645 0.143 0.069 -0.098 -0.11
C -1.606 7.001 -6.669 0.036 0.001 0.003 -0.08
C -2.209 7.427 -7.840 0.022 0.023 -0.034 -0.09
C -3.582 7.341 -7.978 0.130 0.048 -0.030 -0.12
H -1.906 6.148 -4.733 -0.112 -0.036 0.044 0.11
H -0.532 7.067 -6.553 -0.001 -0.020 0.028 0.11
H -1.610 7.828 -8.647 -0.026 0.005 -0.018 0.10
H -4.051 7.674 -8.893 -0.100 -0.030 0.039 0.10
```
Forces are in eV/Å.

Properties
Net charge: -1


no.,HOMO energy (eV),LUMO level (eV)
1,-8.5,0.33
2,-5.8,1.75